[1]
{"formula": "C10H20Br10", "method": "wB97M-V/def2-TZVPD", "molar_mass_g_mol": 939.310, "orbital_gap_ev": 10.5, "charge": 0, "elements": ["Br", "C", "C", "Br", "H", "H", "H", "H", "Br", "C", "C", "Br", "H", "H", "H", "H", "Br", "C", "C", "Br", "H", "H", "H", "H", "Br", "C", "C", "Br", "H", "H", "H", "H", "Br", "C", "C", "Br", "H", "H", "H", "H"], "xyz": [[-5.64, 1.18, 2.72], [-4.84, -0.24, 3.85], [-4.72, 0.24, 5.30], [-3.76, -1.10, 6.30], [-3.86, -0.51, 3.47], [-5.51, -1.10, 3.76], [-5.69, 0.38, 5.77], [-4.13, 1.13, 5.54], [3.66, 2.05, 4.44], [2.48, 3.53, 3.88], [1.04, 3.16, 4.33], [-0.17, 4.46, 3.42], [2.60, 3.45, 2.80], [2.79, 4.51, 4.26], [0.90, 3.21, 5.41], [0.73, 2.16, 4.02], [-0.93, 0.80, -0.94], [-2.30, 1.31, -2.31], [-1.62, 1.25, -3.72], [-2.96, 0.96, -5.16], [-2.61, 2.33, -2.10], [-3.11, 0.58, -2.36], [-1.09, 0.30, -3.61], [-0.96, 2.07, -4.00], [2.97, 0.91, -6.89], [4.12, 1.05, -5.22], [4.40, -0.31, -4.46], [5.56, 0.18, -2.94], [3.84, 1.87, -4.56], [5.10, 1.27, -5.65], [4.95, -1.08, -4.99], [3.42, -0.65, -4.11], [2.70, -5.55, -1.79], [1.37, -4.88, -0.46], [-0.02, -4.96, -1.05], [-1.37, -4.70, 0.39], [1.47, -3.81, -0.28], [1.52, -5.55, 0.39], [-0.15, -5.81, -1.72], [-0.17, -4.09, -1.69]]}

[2]
{"formula": "C4H5NO", "method": "wB97M-V/def2-TZVPD", "molar_mass_g_mol": 83.090, "orbital_gap_ev": 11.0, "charge": 0, "elements": ["C", "C", "O", "C", "C", "N", "H", "H", "H", "H", "H"], "xyz": [[-1.33, 0.59, -0.11], [-0.33, -0.75, 0.36], [-0.83, -1.72, 0.85], [1.32, -0.71, 0.14], [1.42, 0.64, -0.34], [1.01, 1.67, -0.66], [-2.21, 0.40, 0.49], [-1.58, 0.51, -1.18], [-1.13, 1.68, -0.01], [1.74, -1.43, -0.59], [1.92, -0.88, 1.06]]}

[3]
{"formula": "CH3F3NS", "method": "wB97M-V/def2-TZVPD", "molar_mass_g_mol": 118.103, "orbital_gap_ev": 10.2, "charge": 1, "elements": ["C", "N", "F", "F", "F", "S", "H", "H", "H"], "xyz": [[1.73, -0.20, -0.15], [-0.27, -0.84, 0.66], [-1.76, 1.37, 0.97], [-1.17, 0.75, -1.14], [-2.77, -0.60, 0.15], [-1.32, 0.04, 0.24], [1.79, 0.83, 0.10], [1.36, -0.46, -1.12], [2.41, -0.90, 0.28]]}

[4]
{"formula": "C2H6O2S2", "method": "wB97M-V/def2-TZVPD", "molar_mass_g_mol": 126.202, "orbital_gap_ev": [7.9, 7.9], "charge": 0, "elements": ["C", "C", "O", "O", "S", "S", "H", "H", "H", "H", "H", "H"], "xyz": [[0.81, 0.42, -1.57], [-0.40, -0.05, 0.33], [0.23, -0.21, 2.49], [0.65, -0.07, 1.07], [-1.49, 1.31, 0.40], [-1.24, -1.63, 0.09], [0.31, 0.69, -2.45], [1.24, -0.52, -1.67], [1.40, 1.27, -1.29], [0.87, 0.23, 2.97], [-2.05, 1.01, -0.71], [-0.33, -2.45, 0.35]]}

[5]
{"formula": "C6H24BrN10O6", "method": "wB97M-V/def2-TZVPD", "molar_mass_g_mol": 412.226, "orbital_gap_ev": 9.9, "charge": -1, "elements": ["Br", "C", "O", "H", "H", "H", "H", "C", "O", "N", "N", "H", "H", "H", "H", "C", "O", "N", "N", "H", "H", "H", "H", "C", "O", "N", "N", "H", "H", "H", "H", "C", "O", "N", "N", "H", "H", "H", "H", "C", "O", "N", "N", "H", "H", "H", "H"], "xyz": [[0.38, 0.14, -0.28], [1.69, -2.60, -3.21], [2.36, -1.42, -2.75], [1.84, -2.65, -4.29], [2.22, -3.39, -2.67], [0.60, -2.60, -3.12], [1.98, -1.24, -1.88], [-1.28, 1.39, 3.29], [-1.65, 1.59, 4.44], [0.04, 1.03, 3.02], [-2.04, 1.56, 2.17], [0.22, 0.60, 2.12], [0.56, 0.84, 3.85], [-1.66, 1.23, 1.30], [-3.00, 1.73, 2.43], [1.88, -2.02, 3.60], [1.88, -2.79, 4.55], [2.81, -1.00, 3.51], [0.92, -1.94, 2.64], [2.75, -0.37, 2.73], [3.51, -0.91, 4.21], [0.21, -2.65, 2.67], [0.98, -1.26, 1.90], [0.86, 4.71, 0.53], [0.43, 5.82, 0.84], [0.37, 3.54, 1.03], [1.90, 4.52, -0.35], [0.52, 2.62, 0.67], [-0.40, 3.68, 1.67], [2.24, 3.60, -0.54], [2.23, 5.34, -0.82], [-2.24, -3.62, -0.74], [-2.87, -4.61, -1.07], [-1.78, -2.70, -1.63], [-2.06, -3.20, 0.57], [-1.32, -1.85, -1.38], [-2.10, -2.76, -2.58], [-2.30, -3.85, 1.29], [-1.56, -2.34, 0.74], [-1.34, 1.06, -4.04], [-1.68, 1.26, -5.20], [-0.96, -0.16, -3.58], [-1.15, 2.06, -3.12], [-0.60, -0.28, -2.64], [-1.17, -0.94, -4.17], [-1.22, 2.96, -3.56], [-1.01, 1.87, -2.14]]}